DFT (wB97M-V/def2-TZVPD) results for a structure of composition C15H25CaN6OS at a distorted geometry.

The max |F| comes out at 2.937 eV Å⁻¹. The value obtained for the HOMO-LUMO gap (spin up / spin down) is 7.11 / 7.11 eV. The charge is +1.

Structure (XYZ):
```
49
C15H25CaN6OS (wB97M-V/def2-TZVPD)
Ca 1.0229 0.1294 0.5796
C -4.5554 3.6847 2.6322
C -3.8019 2.5386 1.9969
N -2.3940 2.8470 1.7407
C -1.4541 1.9370 1.4891
S -0.0606 2.5887 0.6863
N -1.7154 0.7469 2.0352
N -0.7496 -0.1450 2.0614
C -0.6852 -1.2172 2.8292
C -1.7527 -1.5272 3.8308
C 0.4486 -2.1128 2.6168
C 0.6169 -3.3136 3.3420
C 1.5589 -4.2605 3.0081
C 2.2457 -4.0976 1.8355
C 2.0646 -2.9360 1.0946
N 1.2497 -1.9050 1.4923
H -5.6027 3.4073 2.5698
H -4.5031 4.6009 2.0354
H -4.2328 3.8314 3.7214
H -4.2489 2.4354 0.9776
H -3.9332 1.5602 2.4453
H -2.2832 3.7423 1.2253
H -2.4699 -0.6695 3.7259
H -1.3622 -1.5237 4.8249
H -2.1900 -2.4935 3.6124
H -0.0303 -3.5197 4.1850
H 1.7866 -5.1155 3.7157
H 2.8958 -4.8749 1.4348
H 2.6154 -2.7931 0.1202
C 2.7488 -0.4088 -4.7187
N 2.5633 -0.1800 -3.2474
C 3.7150 -0.4590 -2.4005
C 1.4005 0.1367 -2.6731
O 1.0841 -0.2286 -1.4924
N 0.4930 0.9289 -3.3043
C 0.8567 1.8857 -4.3047
C -0.8679 0.8862 -2.7557
H 3.1244 -1.4523 -4.8723
H 3.4605 0.3016 -5.1193
H 1.7949 -0.3681 -5.1553
H 4.4788 0.3386 -2.3434
H 4.1972 -1.3817 -2.7226
H 3.3189 -0.6093 -1.3425
H 0.1487 1.8595 -5.1205
H 1.8428 1.7251 -4.6399
H 0.7439 2.9007 -3.7804
H -1.0150 -0.0940 -2.3328
H -1.5973 1.0375 -3.5531
H -0.9715 1.6361 -1.9854
```

DFT (wB97M-V/def2-TZVPD) results for a structure of composition C15H25F9NO3P2Ti at a distorted geometry.

The max |F| comes out at 3.730 eV Å⁻¹. The value obtained for the HOMO-LUMO gap (spin up / spin down) is 7.08 / 7.85 eV. As for the spin multiplicity: 2. The expectation value of S² is 0.754. The charge is 0.

Structure (XYZ):
```
56
C15H25F9NO3P2Ti (wB97M-V/def2-TZVPD)
C 0.9883 4.0704 0.8703
C 0.6330 2.8452 0.3383
N 0.3211 1.7436 1.0437
C 0.4856 1.8030 2.3680
C 0.9397 2.9673 2.9873
C 1.1827 4.1640 2.2557
C 0.6776 2.7453 -1.1624
P -0.1799 1.3195 -1.8642
Ti -0.6499 -0.0897 0.0623
P 0.1866 -0.9694 2.1999
C 0.2487 0.5734 3.1959
O 3.2224 1.9866 -1.4137
O 3.2149 0.4107 0.3996
H 1.1499 4.8821 0.1609
H 1.1144 2.9163 4.0264
H 1.5377 5.0628 2.7069
C -1.7967 1.8833 -2.4296
C 0.6593 0.9539 -3.4182
H 1.0150 0.4783 3.9697
H -0.6869 0.6722 3.7614
H 1.7588 2.4108 -1.4534
H 0.6455 3.5997 -1.7410
C -1.0232 -2.0022 3.0538
C 1.7742 -1.7359 2.6317
H 2.5858 -0.2212 -0.0738
H 4.0385 -0.1575 0.2423
H 3.2957 1.3143 -0.4050
H 3.6010 2.8465 -1.3263
H -2.1062 0.3870 0.5793
H 1.1492 -0.7806 -0.4874
H -1.8187 2.6357 -3.2211
H -2.3026 1.0022 -2.8375
H -2.4387 2.2016 -1.6101
H 0.4312 1.6805 -4.2128
H 1.7396 0.8931 -3.2402
H 0.3013 -0.0313 -3.7497
H 1.9006 -1.9165 3.7049
H 1.8651 -2.6969 2.1228
H 2.5969 -1.1013 2.2480
H -0.7525 -2.2259 4.0909
H -2.0074 -1.5309 3.0165
H -1.1312 -2.9521 2.5238
F 0.0636 -4.0289 -0.8415
C -1.2830 -4.0236 -0.7222
F -1.8005 -5.0952 -1.3579
F -1.5669 -4.1262 0.6054
C -1.8097 -2.6898 -1.2601
O -0.9651 -1.7177 -0.7476
C -1.6791 -2.7131 -2.7921
F -2.4129 -3.6345 -3.4582
F -2.0212 -1.4842 -3.2767
F -0.3704 -2.9120 -3.0763
C -3.2863 -2.4756 -0.8552
F -4.1213 -3.4771 -1.2250
F -3.3633 -2.3390 0.4955
F -3.7503 -1.3209 -1.4021
```

DFT (wB97M-V/def2-TZVPD) results for a cluster of 2 separate species, C15H25INO in total at a distorted geometry.

The max |F| comes out at 4.587 eV Å⁻¹. The value obtained for the HOMO-LUMO gap is 7.54 eV. The charge is +1.

Structure (XYZ):
```
43
C15H25INO (wB97M-V/def2-TZVPD)
C 2.7500 0.2141 -0.4657
C 3.4541 1.2608 0.3958
C 4.5175 2.0437 -0.4037
C 2.6076 2.0977 1.3418
N 1.5747 3.0683 0.8257
C 1.8253 3.7298 -0.5032
C 1.3628 2.9869 -1.7503
O 2.0882 2.8587 -2.6371
C 0.1263 2.6442 1.0050
C -0.2183 1.2384 0.5876
C -1.7652 1.0863 0.6063
I -2.3923 -0.1300 -1.0482
H 1.9902 -0.3290 0.0716
H 2.4085 0.5801 -1.4257
H 3.5008 -0.5319 -0.6939
H 4.0579 0.6594 1.0644
H 4.6466 3.0157 0.0525
H 5.4675 1.5317 -0.3991
H 4.1946 2.1685 -1.4261
H 2.1102 1.4352 2.0346
H 3.2894 2.6587 1.9657
H 1.6189 3.8551 1.4694
H 2.8396 4.0655 -0.6078
H 1.2376 4.6455 -0.4733
H 0.3508 2.5579 -1.8333
H -0.0546 2.7247 2.0708
H -0.5197 3.3810 0.5548
H 0.1664 0.4861 1.2606
H 0.1052 0.9612 -0.4035
H -2.1951 2.0573 0.4234
H -2.1250 0.7020 1.5456
C -3.7194 -5.8891 -1.2475
C -4.7274 -6.2039 -0.3471
C -5.0907 -5.2939 0.6360
C -4.4510 -4.0649 0.7136
C -3.4448 -3.7485 -0.1889
C -3.0764 -4.6619 -1.1671
H -3.4349 -6.6005 -2.0122
H -5.2305 -7.1601 -0.4114
H -5.8732 -5.5426 1.3413
H -4.7379 -3.3532 1.4779
H -2.9462 -2.7879 -0.1307
H -2.2878 -4.4173 -1.8685
```